(1)
C15H19F6OP2RuS3 as an isolated structure. Source: OMol25; level of theory: the ωB97M-V functional and the def2-TZVPD basis.

For the energy above the lowest of the compared OMol25 structures with the same formula, charge and spin, the calculation gives 59.11 kJ/mol. As for the orbital gap (spin up / spin down): 7.42 / 6.34 eV. Its spin multiplicity is 2.

Geometry as XYZ:
```
47
C15H19F6OP2RuS3, DFT the ωB97M-V functional and the def2-TZVPD basis
Ru -0.03994 0.61880 1.07454
S -2.61756 2.71042 4.12935
C -1.53912 2.07872 3.09467
S -0.87212 2.73781 1.64122
S -0.80600 0.46802 3.19161
C 0.74803 -3.06932 1.06067
P 0.56442 -1.51245 0.13404
C 2.03345 -1.50062 -0.93427
C -0.74833 -1.85249 -1.10737
C -0.62594 -2.84574 -2.07550
C -1.57443 -2.97151 -3.07783
C -2.65549 -2.10202 -3.12745
C -2.80900 -1.13026 -2.15160
C -1.86616 -1.01407 -1.13558
P -2.08035 0.05702 0.31662
C -3.34702 1.27965 -0.08865
C -3.00025 -1.08007 1.41428
H 1.00779 -3.89294 0.39443
H -0.17289 -3.31236 1.58982
H 1.54308 -2.93782 1.79499
H 2.06580 -2.38984 -1.56314
H 2.93036 -1.46251 -0.32184
H 2.00575 -0.60424 -1.54943
H 0.22204 -3.51934 -2.06239
H -1.46311 -3.73972 -3.83167
H -3.38306 -2.18642 -3.92376
H -3.66599 -0.46955 -2.18244
H -4.26884 0.75298 -0.33880
H -3.03906 1.92142 -0.91262
H -3.50791 1.90366 0.78998
H -3.81829 -1.53915 0.85672
H -3.38888 -0.51758 2.26287
H -2.33297 -1.85143 1.79395
C 2.28519 3.61973 0.71640
C 2.49029 2.17572 0.23440
O 1.32983 1.55742 -0.15382
C 3.42748 2.21725 -0.99340
F 2.86442 2.92680 -1.97519
F 4.60866 2.79163 -0.70780
F 3.70044 1.00437 -1.49467
C 3.15681 1.39148 1.38616
F 2.20826 1.15288 2.33119
F 3.63444 0.18892 1.04011
F 4.15009 2.04981 1.98304
H 1.70090 4.14138 -0.03869
H 3.22846 4.13878 0.87405
H 1.71674 3.61679 1.64278
```

***

(2)
C17H18BN7O4V as an isolated structure at a distorted geometry. Source: OMol25; level of theory: the ωB97M-V functional and the def2-TZVPD basis.

For the energy above the lowest of the compared OMol25 structures with the same formula, charge and spin, the calculation gives 0.00 kJ/mol. As for the orbital gap (spin up / spin down): 6.86 / 3.23 eV. Its charge is +2. Its spin multiplicity is 4.

Geometry as XYZ:
```
48
C17H18BN7O4V, DFT the ωB97M-V functional and the def2-TZVPD basis
C -2.06165 -2.31290 0.52720
N -2.00587 -1.16103 -0.19588
N -3.23828 -1.02742 -0.83095
C -4.04011 -2.04813 -0.47942
C -3.32652 -2.88818 0.37454
B -3.46696 0.19846 -1.73008
N -3.14789 1.48093 -0.92717
N -1.90810 1.61839 -0.31136
C -1.90804 2.83628 0.28758
C -3.13311 3.46913 0.05097
C -3.89041 2.57763 -0.70495
V -0.52056 0.16332 -0.38681
N -2.37905 0.11764 -2.81340
N -1.03429 0.12012 -2.48142
C -0.34813 0.01800 -3.63697
C -1.26066 -0.02393 -4.70598
C -2.52597 0.02858 -4.14143
H 0.73247 -0.03819 -3.66326
H -3.52280 0.06272 -4.55003
H -1.04903 -0.06439 -5.75008
H -4.56462 0.18695 -2.22252
H -4.89915 2.60424 -1.11364
H -5.06309 -2.07215 -0.82228
H -3.44229 4.43800 0.41053
H -3.69819 -3.76755 0.86509
H -1.02741 3.14921 0.82330
H -1.20878 -2.64512 1.09649
H 1.53867 2.86026 -0.17764
C 1.34941 2.41439 0.80974
H 1.12536 3.21559 1.53573
H 0.48651 1.70003 0.77983
H 2.25571 1.89050 1.15061
O 1.41453 -0.46045 -0.64815
C 1.42989 -0.74097 0.61519
O 0.32439 -0.63772 1.27491
C 2.68161 -1.02922 1.33490
C 2.61400 -1.09916 2.73427
C 3.78224 -1.26231 3.45711
C 5.00786 -1.27073 2.75824
C 5.07388 -1.17638 1.34471
C 3.89548 -1.01563 0.63615
N 6.20396 -1.31306 3.52568
O 6.09399 -1.35549 4.77799
O 7.30692 -1.31314 2.93233
H 1.65921 -1.02471 3.25070
H 3.77335 -1.33573 4.54685
H 6.03707 -1.20843 0.83468
H 3.88447 -0.85828 -0.44187
```

***

(3)
A 2-piece molecular cluster, C2H4Cl2FN overall at a distorted geometry. Source: OMol25; level of theory: the ωB97M-V functional and the def2-TZVPD basis.

For the energy above the lowest of the compared OMol25 structures with the same formula, charge and spin, the calculation gives 79.89 kJ/mol. As for the orbital gap: 11.89 eV. Its structure (SMILES) is [H]/N=C\F.ClCCl.

Geometry as XYZ:
```
10
C2H4Cl2FN, DFT the ωB97M-V functional and the def2-TZVPD basis
H 1.94228 0.02766 -0.62477
N 1.62935 -0.37328 0.17076
C 1.80730 0.31038 1.14371
F 2.24213 1.60539 1.17046
H 1.50004 -0.07887 2.13519
Cl -1.51316 1.31314 -0.41496
C -1.83682 -0.39604 -0.93539
Cl -1.82382 -1.50299 0.42709
H -2.75939 -0.20325 -1.43070
H -1.18792 -0.70215 -1.64137
```

***

One value per record, in order, for DFT total energy: -3229.6747, -2311.1223, -1153.5709 hartree.